No. 1
{
  "formula": "C37H47FN6O6SSbTi",
  "method": "the ωB97M-V functional and the def2-TZVPD basis",
  "total_energy_ha": -3805.7907,
  "e_lumo_ev": [-0.851, -0.743],
  "s_squared": 0.80,
  "gap_ev": [3.809, 3.890],
  "relative_energy_kj_mol": 71.4,
  "multiplicity": 2,
  "e_homo_ev": [-4.7, -4.6],
  "total_charge": 0,
  "species": ["Ti", "C", "C", "C", "C", "C", "N", "C", "C", "C", "N", "C", "C", "C", "C", "C", "C", "C", "C", "N", "C", "C", "C", "N", "C", "C", "C", "C", "O", "C", "O", "H", "H", "H", "H", "H", "H", "H", "H", "H", "H", "H", "H", "H", "H", "H", "H", "H", "H", "H", "H", "H", "H", "H", "H", "H", "H", "H", "H", "F", "C", "C", "N", "C", "C", "O", "O", "C", "O", "N", "C", "O", "H", "H", "H", "H", "S", "C", "C", "C", "Sb", "C", "C", "C", "C", "H", "H", "H", "H", "H", "H", "H", "H", "H", "H", "H", "H", "H", "H", "H"],
  "xyz": [[-0.5121, 1.6256, 0.0253], [-6.1207, -2.1265, 2.7934], [-5.1131, -1.2639, 2.0773], [-4.8943, -1.4455, 0.7153], [-3.9783, -0.6537, -0.0255], [-3.5172, -0.9625, -1.3231], [-3.5854, -2.1960, -1.9126], [-3.3314, -3.4507, -1.1844], [-1.8406, -3.6856, -0.9070], [-1.5797, -4.4899, 0.3811], [-2.0471, -3.7786, 1.5706], [-1.5900, -2.4443, 1.6874], [-0.2886, -2.0823, 1.8789], [0.7569, -2.9107, 2.4383], [1.9239, -2.3665, 2.9276], [2.9190, -3.2382, 3.6506], [2.1634, -0.9860, 2.8462], [1.2580, -0.1551, 2.1612], [1.4112, 1.2623, 2.1631], [0.6093, 2.1472, 1.6051], [0.8314, 3.5460, 2.0002], [-0.4557, 4.3592, 1.9292], [-1.6357, 3.7212, 2.6605], [-2.1731, 2.5123, 2.0005], [-2.7865, 1.6048, 2.6776], [-3.5686, 0.5918, 2.0304], [-4.3979, -0.2902, 2.7497], [-3.4567, 0.4616, 0.6569], [-2.6536, 1.3366, -0.0281], [0.0734, -0.7057, 1.6125], [-0.7243, 0.0459, 0.8873], [-6.0830, -3.1543, 2.4320], [-7.1297, -1.7532, 2.6039], [-5.9593, -2.1253, 3.8703], [-5.4721, -2.1885, 0.1790], [-3.0640, -0.1706, -1.9078], [-3.2214, -2.2324, -2.8530], [-3.7466, -4.2672, -1.7743], [-3.8568, -3.4074, -0.2360], [-1.3805, -2.7058, -0.7324], [-1.3645, -4.1674, -1.7668], [-0.5042, -4.6548, 0.4735], [-2.0708, -5.4651, 0.3492], [-3.0491, -3.8307, 1.6641], [-2.3303, -1.6614, 1.6410], [0.5446, -3.9633, 2.5850], [2.6066, -4.2820, 3.6326], [3.0110, -2.9258, 4.6933], [3.9093, -3.1603, 3.1957], [3.0360, -0.5520, 3.3227], [2.2155, 1.6448, 2.7937], [1.5796, 4.0007, 1.3462], [1.2263, 3.5703, 3.0197], [-0.7292, 4.5394, 0.8918], [-0.2740, 5.3314, 2.3896], [-2.4472, 4.4406, 2.7227], [-1.3370, 3.4272, 3.6687], [-2.6318, 1.5970, 3.7505], [-4.4806, -0.1804, 3.8246], [-1.3758, -0.8449, -6.5652], [-0.9111, -0.6074, -5.3365], [-0.3601, 0.5664, -5.0430], [0.1226, 0.8499, -3.7832], [0.5542, 2.2139, -3.4338], [0.0045, 2.4893, -2.0469], [-1.1955, 2.1845, -1.8617], [0.7293, 2.8803, -1.0833], [0.0387, -0.0793, -2.7728], [0.4401, 0.1517, -1.6333], [-0.4781, -1.2911, -3.1199], [-1.0676, -1.6526, -4.3369], [-1.6361, -2.7093, -4.4611], [-0.2841, 1.3490, -5.7843], [0.0969, 2.9151, -4.1289], [1.6385, 2.3036, -3.4557], [-0.5163, -1.9808, -2.3756], [-3.0246, 4.0151, -0.1144], [-2.3281, 2.5971, 0.5747], [3.6202, -0.1582, -3.7204], [4.0545, 1.0734, -2.9234], [3.3441, 1.0833, -0.8480], [3.9233, 3.1495, -0.4431], [5.0079, 3.7360, -1.3450], [5.3021, 0.3258, -0.2589], [5.3615, -0.1795, 1.1855], [3.9219, -0.0720, -4.7672], [2.5371, -0.3064, -3.7017], [4.0794, -1.0638, -3.3190], [3.7453, 1.9908, -3.4294], [5.1421, 1.0982, -2.8498], [4.2514, 3.1540, 0.6007], [3.0122, 3.7430, -0.5161], [5.8980, 3.1054, -1.3712], [5.3125, 4.7218, -0.9846], [4.6485, 3.8591, -2.3670], [6.0361, 1.1179, -0.4236], [5.5363, -0.4895, -0.9492], [5.0619, 0.6009, 1.8905], [6.3727, -0.4983, 1.4512], [4.6908, -1.0281, 1.3266]],
  "lowdin_charge": [1.051, -0.042, -0.271, 0.008, -0.133, -0.037, 0.023, -0.166, -0.173, -0.203, -0.036, -0.127, -0.161, -0.013, -0.312, -0.059, -0.077, -0.172, -0.078, -0.084, -0.186, -0.175, -0.128, -0.070, 0.049, -0.116, 0.012, -0.157, -0.138, -0.209, -0.131, 0.077, 0.085, 0.077, 0.124, 0.124, 0.094, 0.125, 0.082, 0.086, 0.110, 0.105, 0.116, 0.090, 0.084, 0.098, 0.070, 0.078, 0.071, 0.098, 0.139, 0.110, 0.121, 0.055, 0.127, 0.117, 0.133, 0.158, 0.122, 0.106, -0.177, 0.067, 0.030, 0.027, -0.608, -0.036, -0.079, -0.440, -0.039, 0.259, -0.376, 0.114, 0.155, 0.150, 0.116, 0.148, 0.582, -0.879, -0.187, -0.440, 1.501, -0.435, -0.193, -0.448, -0.207, 0.068, 0.034, 0.067, 0.027, 0.044, 0.044, 0.015, 0.051, 0.067, 0.056, 0.036, 0.043, 0.054, 0.064, 0.049]
}

***

No. 2
{
  "formula": "C10H28SSi3",
  "method": "the ωB97M-V functional and the def2-TZVPD basis",
  "total_energy_ha": -1664.5576,
  "e_lumo_ev": 0.687,
  "gap_ev": 9.176,
  "smiles": "C[Si](C)(C)C(S)([Si](C)(C)C)[Si](C)(C)C",
  "relative_energy_kj_mol": 0.0,
  "e_homo_ev": -8.5,
  "total_charge": 0,
  "species": ["S", "C", "C", "C", "C", "C", "C", "C", "C", "C", "C", "Si", "Si", "Si", "H", "H", "H", "H", "H", "H", "H", "H", "H", "H", "H", "H", "H", "H", "H", "H", "H", "H", "H", "H", "H", "H", "H", "H", "H", "H", "H", "H"],
  "xyz": [[1.9023, 0.9906, 1.2402], [2.3432, -2.3993, 0.1502], [-0.4303, -2.3439, -1.1193], [1.7767, -0.9903, -2.5195], [-0.7191, 3.1756, 0.1064], [-1.4096, 1.0713, -2.0257], [1.3639, 2.3461, -1.9057], [-0.7010, 0.9867, 2.9572], [-2.5847, -0.1519, 1.1148], [-0.5061, -1.9291, 2.4033], [0.5646, 0.2517, 0.2704], [1.1070, -1.3051, -0.7676], [-0.0839, 1.6785, -0.8926], [-0.7744, -0.2521, 1.5799], [1.6521, 0.0042, 2.1099], [3.1603, -1.7220, 0.4857], [2.7070, -3.1690, -0.5129], [2.0074, -2.9479, 1.0290], [-0.1905, -3.2777, -1.5835], [-1.1224, -1.7916, -1.7086], [-0.9393, -2.6170, -0.2080], [1.4761, -1.8438, -3.1404], [1.3076, -0.0788, -2.8851], [2.8529, -0.9040, -2.5461], [-0.5767, 4.1074, -0.4217], [-0.1904, 3.3347, 1.0470], [-1.7782, 2.9997, 0.4009], [-1.9559, 1.7850, -2.6376], [-0.9276, 0.4051, -2.7605], [-2.1071, 0.5432, -1.3862], [1.1409, 2.2645, -2.9517], [2.3088, 1.8581, -1.7162], [1.4750, 3.3928, -1.6485], [-0.8359, 1.9758, 2.5321], [0.2532, 1.0252, 3.4400], [-1.4629, 0.6828, 3.6962], [-2.8301, -0.8358, 0.3192], [-3.2574, -0.3655, 1.9055], [-2.7618, 0.8468, 0.7531], [-0.8343, -2.8158, 1.8763], [0.5826, -2.0598, 2.5517], [-1.0022, -1.9250, 3.3684]],
  "lowdin_charge": [0.715, -0.181, -0.170, -0.164, -0.180, -0.169, -0.182, -0.208, -0.167, -0.170, -0.887, 0.460, 0.419, 0.393, -0.134, 0.030, 0.025, 0.018, 0.032, 0.012, -0.001, 0.040, -0.008, 0.029, 0.023, 0.013, 0.037, 0.044, 0.034, 0.007, 0.024, 0.021, 0.026, 0.015, 0.002, 0.053, 0.023, 0.029, 0.015, 0.022, 0.026, 0.034]
}

***

No. 3
{
  "formula": "C12H14BF6NO8S",
  "method": "the ωB97M-V functional and the def2-TZVPD basis",
  "total_energy_ha": -2144.7048,
  "e_lumo_ev": -1.450,
  "gap_ev": 8.737,
  "smiles": "NB(O)C1=C(S)C(=O)OC1=O.CCOC(=O)C(F)(F)F.CCOC(=O)C(F)(F)F",
  "e_homo_ev": -10.2,
  "total_charge": 0,
  "species": ["N", "B", "O", "C", "C", "S", "C", "O", "O", "C", "O", "H", "H", "H", "H", "C", "C", "O", "C", "O", "C", "F", "F", "F", "H", "H", "H", "H", "H", "C", "C", "O", "C", "O", "C", "F", "F", "F", "H", "H", "H", "H", "H"],
  "xyz": [[-6.4803, -2.2346, 4.1789], [-5.4136, -3.1756, 4.5674], [-5.6737, -4.4733, 4.8203], [-3.9475, -2.6157, 4.7331], [-3.2535, -2.4068, 5.8487], [-3.7791, -2.7494, 7.4772], [-1.9433, -1.8180, 5.4685], [-0.9438, -1.6264, 6.1070], [-2.0221, -1.5004, 4.1100], [-3.1085, -2.1579, 3.6008], [-3.3269, -2.3217, 2.4305], [-6.4750, -1.5009, 4.8829], [-6.1590, -1.7501, 3.3428], [-6.3634, -4.8045, 4.2453], [-4.3412, -3.9366, 7.2129], [0.6799, 0.0247, 2.3579], [-0.5054, -0.3769, 1.5088], [-0.6545, 0.5059, 0.3749], [0.1075, 0.2439, -0.6681], [0.9035, -0.6352, -0.7805], [-0.2063, 1.2450, -1.7916], [-0.2961, 2.4907, -1.3275], [-1.3672, 0.9351, -2.3727], [0.7433, 1.2151, -2.7191], [0.5939, 1.0680, 2.6624], [0.7288, -0.5985, 3.2494], [1.6133, -0.0846, 1.8065], [-1.4250, -0.2793, 2.0716], [-0.4291, -1.4082, 1.1693], [2.4136, 2.5224, -5.8587], [3.3948, 2.4329, -4.7110], [4.6787, 1.9561, -5.1611], [5.4763, 2.8611, -5.6978], [5.2499, 4.0208, -5.8485], [6.8107, 2.2016, -6.0841], [6.6150, 1.0334, -6.6940], [7.5407, 1.9842, -4.9869], [7.4987, 2.9888, -6.8957], [2.3351, 1.5616, -6.3672], [1.4294, 2.8056, -5.4884], [2.7338, 3.2619, -6.5919], [3.0564, 1.7060, -3.9774], [3.5110, 3.3898, -4.2051]],
  "lowdin_charge": [0.156, -0.575, 0.191, -0.021, -0.482, 0.898, -0.401, 0.174, 0.124, -0.399, 0.175, 0.082, 0.077, 0.116, -0.102, -0.048, -0.191, 0.043, -0.414, 0.176, -0.559, 0.172, 0.174, 0.165, 0.086, 0.078, 0.079, 0.101, 0.130, -0.056, -0.193, 0.038, -0.412, 0.175, -0.565, 0.172, 0.171, 0.179, 0.085, 0.080, 0.078, 0.115, 0.127]
}